Record 1
Below is a structure of composition C14H10BaO7P2S at a distorted geometry, with properties calculated with ωB97M-V/def2-TZVPD.

Its electronic energy is -59084.3090 eV. The calculation puts the HOMO-LUMO gap at 3.2 eV. Its LUMO energy is -9.238 eV. As for the total charge: +2.

Positions of all 35 atoms, in Å:
O1 -2.64661 -1.96153 0.95859
C1 -1.71258 -1.36615 0.19652
C2 -1.63608 -1.62728 -1.43845
C3 -2.02311 -3.12342 -1.98617
C4 -1.93082 -3.38389 -3.60496
C5 -1.50433 -2.10430 -4.55814
C6 -1.11906 -0.59509 -3.99718
C7 -1.16207 -0.35224 -2.36407
C8 -0.75763 1.09519 -1.63488
O2 -1.04614 2.21335 -2.30546
C9 -0.08987 0.98985 -0.14130
C10 -0.57379 -0.30000 0.79212
C11 0.00047 -0.62323 2.29328
C12 1.12891 0.37361 2.94166
P1 1.85381 -0.03307 4.69827
O3 2.15103 1.27233 5.55235
O4 3.38031 -0.87479 4.37734
O5 0.78971 -1.03097 5.65923
C13 1.59596 1.70045 2.04991
C14 1.00029 2.02008 0.52073
P2 1.59487 3.56800 -0.42668
O6 2.68874 3.21878 -1.74950
O7 0.23026 4.58917 -0.90269
S1 2.64115 4.69148 0.83125
H1 -2.33004 -4.04103 -1.31000
H2 -2.16548 -4.45760 -4.05194
H3 -1.46851 -2.31924 -5.72351
H4 -0.81191 0.25407 -4.75153
H5 -0.37491 -1.56929 2.88025
H6 3.59340 -1.50779 5.12710
H7 -0.16144 -0.95851 5.35113
H8 2.40120 2.39201 2.56513
H9 2.82693 4.09784 -2.24438
H10 -0.50915 4.26249 -0.27824
Ba1 -3.85350 -4.50927 -3.32578

Record 2
Below is an isolated molecule of C3H2NO2P at a distorted geometry, with properties calculated with ωB97M-V/def2-TZVPD.

Its electronic energy is -18015.1396 eV. The calculation puts the HOMO-LUMO gap at 9.8 eV. The energy above the lowest of the compared OMol25 structures with the same formula, charge and spin is 113.1 kJ/mol. Its LUMO energy is -0.880 eV. As for the SMILES: C=C(C#N)OP=O.

Positions of all 9 atoms, in Å:
C1 1.29634 -0.58673 -0.08428
C2 0.45777 0.36637 0.07077
C3 0.45594 1.74995 0.09245
N1 0.41023 2.90988 -0.00917
O1 -1.20555 0.17628 0.29629
P1 -1.68745 -1.31051 -0.06843
O2 -3.12781 -1.20901 0.04043
H1 1.14661 -1.57156 0.15351
H2 2.25392 -0.52466 -0.49158

Record 3
Below is a cluster of 6 separate species, C17H43Br14NO4P4S2 in total at a distorted geometry, with properties calculated with ωB97M-V/def2-TZVPD.

Its electronic energy is -1067426.4320 eV. The calculation puts the HOMO-LUMO gap at 7.4 eV. Its LUMO energy is 0.127 eV.

Positions of all 85 atoms, in Å:
C1 -2.17231 2.21685 -2.95044
C2 -2.40381 0.92632 -2.11739
S1 -1.76787 1.08373 -0.38756
C3 -0.58056 -0.37356 -0.27039
P1 0.03127 -0.86755 1.44472
N1 1.22661 -2.16262 1.56220
P2 -0.77799 -0.07018 3.34855
O1 -1.10480 1.38888 3.31607
P3 1.73931 0.58103 1.38870
S2 1.25942 2.44177 1.08930
P4 -1.48492 -2.54937 1.53354
O2 -1.20721 -3.62690 0.53928
O3 -1.25430 -3.27143 3.05695
O4 -3.00938 -2.00105 1.35377
H1 -1.14015 2.60862 -2.86910
H2 -2.84148 3.05466 -2.65043
H3 -2.37316 2.01995 -4.02802
H4 -3.48784 0.70322 -2.00493
H5 -1.93140 0.07559 -2.65320
H6 -1.10486 -1.25816 -0.70379
H7 0.32630 -0.22283 -0.90828
H8 1.60305 -2.13158 2.52608
H9 1.99625 -1.99902 0.91747
H10 -2.00111 -0.77078 3.55469
H11 0.12818 -0.47821 4.36536
H12 2.63623 0.11476 0.36362
H13 2.47000 0.46160 2.62282
H14 -2.08505 -3.12888 3.53593
H15 -3.62044 -2.74752 1.25724
Br1 4.30416 -5.24449 6.43265
C4 2.71297 -5.31446 5.30920
C5 2.94715 -4.63449 3.98724
Br2 2.90345 -2.69656 4.17415
H16 1.90123 -4.87424 5.88115
H17 2.51478 -6.37486 5.16303
H18 2.14595 -4.87141 3.28706
H19 3.90283 -4.88775 3.53737
Br3 -4.08387 0.87011 1.07770
C6 -5.67276 0.97342 -0.05187
C7 -6.76359 1.78596 0.59818
Br4 -7.66035 0.77573 2.00129
H20 -5.97338 -0.04824 -0.27035
H21 -5.33746 1.45429 -0.96903
H22 -7.54501 2.02634 -0.12270
H23 -6.39873 2.70294 1.05155
Br5 6.65292 -1.72749 10.01787
C8 4.83103 -2.38104 10.23345
C9 4.18115 -2.64532 8.90064
Br6 3.63084 -0.98689 8.03978
H24 4.29945 -1.64636 10.83141
H25 4.92706 -3.30558 10.80098
H26 3.26315 -3.21657 9.02941
H27 4.83047 -3.16477 8.20170
Br7 -0.74752 2.50417 -7.00825
C10 0.09967 0.75347 -6.91136
C11 -0.16585 0.08714 -5.58890
Br8 0.93651 0.85232 -4.17664
H28 1.15768 0.90296 -7.11168
H29 -0.34221 0.18030 -7.72537
H30 0.11263 -0.96493 -5.62894
H31 -1.20031 0.17270 -5.26567
Br9 -5.12701 1.12162 5.43928
C12 -4.12122 0.78643 7.07249
C13 -2.66939 1.15032 6.90500
Br10 -1.72207 -0.19854 5.86668
H32 -4.27415 -0.25785 7.32984
H33 -4.58690 1.41542 7.82964
H34 -2.16612 1.17471 7.87067
H35 -2.51886 2.10009 6.39766
Br11 3.69025 -0.74403 -7.32329
C14 5.11875 0.55962 -7.08091
C15 4.69762 1.67193 -6.15716
Br12 3.51458 2.92897 -7.05591
H36 5.39990 0.90825 -8.07042
H37 5.94513 -0.00328 -6.64943
H38 5.56074 2.26132 -5.85158
H39 4.17249 1.31914 -5.27320
Br13 1.18329 2.61856 -10.26102
C16 0.42989 4.38492 -9.94428
C17 -0.24534 4.92434 -11.17753
Br14 1.05465 5.56353 -12.47989
H40 1.23993 5.01523 -9.58793
H41 -0.29343 4.24342 -9.14358
H42 -0.85136 5.79460 -10.93035
H43 -0.86337 4.18756 -11.68259

Record 4
Below is a cluster of 2 separate species, C2H4BrP in total at a distorted geometry, with properties calculated with ωB97M-V/def2-TZVPD.

Its electronic energy is -81465.9864 eV. The calculation puts the HOMO-LUMO gap at 9.5 eV. The energy above the lowest of the compared OMol25 structures with the same formula, charge and spin is 353.7 kJ/mol. Its LUMO energy is -0.117 eV.

Positions of all 8 atoms, in Å:
C1 -0.08995 -0.01896 0.80360
C2 -1.13984 -0.13928 -0.21042
P1 -0.21617 -1.65345 0.01754
Br1 -3.02831 0.05713 -0.02711
H1 0.77467 0.63725 0.85768
H2 -0.49059 -0.12370 1.79650
H3 -0.55992 0.90779 -1.48344
H4 0.55553 -1.57520 -1.14086

Record 5
Below is an isolated molecule of C4H12NOP at a distorted geometry, with properties calculated with ωB97M-V/def2-TZVPD.

Its electronic energy is -17163.3427 eV. Its spin multiplicity is 3. The calculation puts the HOMO-LUMO gap (spin up / spin down) at 3.5 / 7.5 eV. The energy above the lowest of the compared OMol25 structures with the same formula, charge and spin is 118.4 kJ/mol. Its LUMO energy (spin up / spin down) is 0.779 / -3.803 eV.

Positions of all 19 atoms, in Å:
C1 1.30982 1.86760 -0.22823
C2 1.30885 -0.56681 -0.40137
C3 -1.84306 -0.47824 -1.29502
C4 -1.16231 -0.79932 1.43701
N1 0.57517 0.64393 -0.45574
O1 -1.77790 1.71487 0.19875
P1 -1.12132 0.43109 0.07885
H1 2.22223 1.72200 0.54598
H2 1.83729 2.04690 -1.12515
H3 0.58985 2.74971 -0.15714
H4 2.15031 -0.49430 -1.17936
H5 1.88441 -0.73515 0.52862
H6 0.63721 -1.37303 -0.51804
H7 -1.94602 -0.02918 -2.23692
H8 -1.38470 -1.33939 -1.51942
H9 -2.82455 -0.81656 -0.90068
H10 -0.23358 -0.90270 2.01026
H11 -1.99288 -0.64450 2.17882
H12 -1.43043 -1.80878 1.04975

Record 6
Below is a structure of composition C20H11F9N4O7PdS2 at a distorted geometry, with properties calculated with ωB97M-V/def2-TZVPD.

Its electronic energy is -90824.1066 eV. The calculation puts the HOMO-LUMO gap at 7.3 eV. The energy above the lowest of the compared OMol25 structures with the same formula, charge and spin is 56.6 kJ/mol. Its LUMO energy is 3.809 eV. As for the total charge: -2.

Positions of all 54 atoms, in Å:
Pd1 0.48368 -0.96758 0.86706
O1 -2.49778 -4.17562 6.38693
C1 -2.21006 -4.73811 5.30491
O2 -2.26503 -5.93934 4.96704
C2 -1.69626 -3.76975 4.19870
C3 -1.58884 -2.40710 4.45756
C4 -1.09563 -1.56277 3.48319
N1 -0.73338 -2.00951 2.27530
C5 -0.84367 -3.31508 2.01090
C6 -1.31771 -4.22123 2.93976
C7 -0.43851 -3.73603 0.61912
O3 -0.67253 -4.87230 0.24547
O4 0.13168 -2.80716 -0.07861
H1 -1.87835 -2.03144 5.42880
H2 -0.98416 -0.50598 3.66880
H3 -1.39079 -5.26401 2.66919
N2 -2.23948 0.89487 -7.46593
C8 -1.71702 1.16849 -6.18956
C9 -0.46115 1.75570 -6.05297
C10 0.01076 2.11838 -4.79949
C11 -0.76889 1.89113 -3.67547
C12 -2.01229 1.28073 -3.79969
C13 -2.48420 0.92417 -5.04892
S1 -0.24593 2.47437 -2.07596
O5 -1.42333 3.02648 -1.46465
O6 0.86756 3.36429 -2.33071
N3 0.16550 1.16275 -1.27424
C14 1.36771 0.60566 -1.41251
S2 2.65963 1.06018 -2.52946
C15 3.61667 -0.28444 -1.98534
C16 2.96828 -0.96063 -1.02650
N4 1.72578 -0.47098 -0.70481
H4 -1.54289 0.75758 -8.17939
H5 -2.94965 0.18117 -7.47948
H6 0.14589 1.92464 -6.93747
H7 0.97207 2.59998 -4.67386
H8 -2.60084 1.11711 -2.90424
H9 -3.45381 0.44745 -5.15666
H10 4.60298 -0.46297 -2.38263
H11 3.31826 -1.84252 -0.51186
F1 1.48122 0.73198 5.01622
C17 1.91365 1.68914 4.19047
F2 1.55643 2.86946 4.73880
F3 3.25876 1.63981 4.20315
C18 1.35645 1.46643 2.74058
O7 1.51135 0.17779 2.41523
C19 2.15231 2.44236 1.76716
F4 3.15594 1.77880 1.18611
F5 1.38155 2.94583 0.79686
F6 2.70362 3.50540 2.40465
C20 -0.13817 1.97705 2.76698
F7 -0.84192 1.45945 1.76613
F8 -0.26059 3.31423 2.71340
F9 -0.75486 1.59174 3.91193

What is the electronic energy in the second record?
-18015.1396 eV

Which of these has the lowest electronic energy?
C17H43Br14NO4P4S2